Record 1
{"formula": "C32H25CsN4O5", "method": "ωB97M-V/def2-TZVPD", "species": ["Cs", "C", "O", "C", "C", "C", "C", "C", "C", "N", "N", "C", "C", "O", "C", "C", "C", "C", "C", "C", "C", "C", "H", "H", "H", "H", "H", "H", "H", "H", "H", "H", "H", "H", "H", "C", "O", "C", "C", "C", "C", "C", "C", "N", "N", "C", "O", "C", "C", "C", "C", "C", "C", "C", "O", "H", "H", "H", "H", "H", "H", "H", "H", "H", "H", "H", "H"], "coordinates": [[0.718, 1.024, 0.257], [0.592, 3.506, -3.235], [-0.098, 2.293, -3.095], [-0.351, 1.557, -4.217], [-0.227, 2.049, -5.503], [-0.561, 1.272, -6.609], [-1.031, -0.016, -6.426], [-1.143, -0.530, -5.153], [-0.799, 0.223, -4.017], [-0.782, -0.298, -2.758], [-1.554, -1.318, -2.577], [-1.519, -2.052, -1.461], [-0.505, -1.988, -0.421], [0.528, -1.294, -0.491], [-0.723, -2.847, 0.729], [-1.769, -3.696, 0.839], [-2.712, -3.838, -0.218], [-3.739, -4.790, -0.174], [-4.577, -4.986, -1.244], [-4.421, -4.206, -2.391], [-3.450, -3.239, -2.443], [-2.564, -3.029, -1.371], [0.011, 4.256, -3.793], [1.560, 3.362, -3.730], [0.767, 3.874, -2.225], [0.120, 3.059, -5.667], [-0.451, 1.683, -7.604], [-1.309, -0.622, -7.280], [-1.496, -1.539, -4.996], [0.033, -2.773, 1.505], [-1.894, -4.324, 1.716], [-3.849, -5.399, 0.715], [-5.345, -5.750, -1.214], [-5.064, -4.376, -3.246], [-3.321, -2.637, -3.328], [5.596, 0.243, -0.651], [5.996, 0.566, 0.659], [4.925, 0.937, 1.495], [4.763, 0.193, 2.641], [3.730, 0.462, 3.532], [2.867, 1.504, 3.257], [3.022, 2.303, 2.128], [2.221, 3.494, 1.924], [1.093, 3.848, 2.412], [0.377, 3.104, 3.265], [-0.568, 2.308, 2.830], [-0.931, 2.138, 1.634], [-1.218, 1.510, 3.907], [-2.113, 0.508, 3.533], [-2.682, -0.322, 4.475], [-2.369, -0.173, 5.817], [-1.482, 0.823, 6.202], [-0.914, 1.658, 5.261], [4.062, 2.036, 1.157], [4.192, 2.713, 0.098], [6.454, -0.236, -1.129], [5.302, 1.138, -1.207], [4.751, -0.456, -0.641], [5.467, -0.607, 2.843], [3.614, -0.130, 4.433], [2.077, 1.742, 3.959], [2.679, 4.248, 1.285], [-2.346, 0.399, 2.483], [-3.373, -1.098, 4.167], [-2.812, -0.828, 6.557], [-1.234, 0.934, 7.252], [-0.223, 2.434, 5.550]], "fmax_ev_per_a": 2.61, "charge": -2, "lumo_ev": 4.06, "e_tot_ev": -50334.505}

=====

Record 2
{"formula": "C7H7NO2", "method": "ωB97M-V/def2-TZVPD", "species": ["C", "C", "C", "C", "C", "C", "C", "N", "O", "O", "H", "H", "H", "H", "H", "H", "H"], "coordinates": [[-0.698, 1.079, 1.192], [0.083, 0.366, -1.039], [-0.967, -0.205, 1.504], [-0.091, -0.908, -0.683], [1.450, -3.124, -0.067], [-0.017, 1.478, -0.066], [-0.418, -1.262, 0.651], [0.236, -3.413, 0.475], [1.910, -2.017, -0.135], [-0.374, -2.443, 1.121], [-0.853, 1.888, 1.892], [0.353, 0.518, -2.135], [-1.653, -0.408, 2.316], [0.263, -1.571, -1.439], [2.039, -4.084, -0.530], [-0.515, 2.384, -0.343], [1.155, 1.831, 0.175]], "relative_energy_kcal_mol": 118.1, "fmax_ev_per_a": 5.21, "lumo_ev": [-0.91, -0.91], "e_tot_ev": -12952.476}

=====

Record 3
{"formula": "C3H9NO2", "method": "ωB97M-V/def2-TZVPD", "species": ["C", "C", "N", "C", "H", "H", "H", "H", "H", "O", "H", "H", "O", "H", "H"], "coordinates": [[-0.355, 1.125, -2.259], [0.537, 1.305, -1.289], [0.894, 0.370, -0.315], [1.320, -0.758, -0.679], [-0.951, 0.220, -2.244], [-0.501, 1.860, -3.038], [1.022, 2.271, -1.194], [1.628, -1.472, 0.077], [1.429, -1.007, -1.737], [-0.800, 0.589, 2.074], [-0.780, 1.337, 2.679], [-0.448, 0.935, 1.236], [-0.930, -2.192, 1.569], [-0.805, -1.247, 1.781], [-1.574, -2.226, 0.858]], "relative_energy_kcal_mol": 52.3, "fmax_ev_per_a": 0.87, "smiles": "C=CN=C.O.O", "lumo_ev": 0.73, "e_tot_ev": -8840.688}

=====

Record 4
{"formula": "C4H13NO3", "method": "ωB97M-V/def2-TZVPD", "species": ["C", "C", "C", "N", "C", "O", "H", "H", "H", "H", "H", "H", "H", "H", "H", "O", "H", "H", "O", "H", "H"], "coordinates": [[1.196, -1.814, -0.949], [-0.359, -2.015, -0.810], [-0.970, -0.647, -0.450], [-0.603, 0.216, -1.625], [-0.945, 1.565, -1.595], [-1.355, 2.086, -0.588], [1.788, -2.677, -0.783], [1.476, -1.069, -0.146], [1.599, -1.368, -1.887], [-0.526, -2.673, 0.057], [-0.916, -2.379, -1.653], [-0.701, -0.212, 0.421], [-2.117, -0.594, -0.509], [-0.269, -0.239, -2.428], [-0.859, 1.939, -2.622], [-0.711, 1.286, 2.173], [-1.483, 1.916, 2.648], [-0.876, 1.460, 1.207], [2.551, 1.822, 2.914], [2.545, 1.885, 3.894], [1.535, 1.513, 2.730]], "relative_energy_kcal_mol": 43.6, "fmax_ev_per_a": 5.74, "smiles": "CCCNC=O.O.O", "lumo_ev": 0.74, "e_tot_ev": -11990.579}

=====

Record 5
{"formula": "C44H88Li3O15P", "method": "ωB97M-V/def2-TZVPD", "species": ["Li", "Li", "Li", "P", "O", "O", "O", "O", "C", "C", "C", "O", "C", "H", "H", "H", "H", "H", "H", "H", "H", "C", "C", "C", "O", "C", "H", "H", "H", "H", "H", "H", "H", "H", "C", "C", "C", "O", "C", "H", "H", "H", "H", "H", "H", "H", "H", "C", "C", "C", "O", "C", "H", "H", "H", "H", "H", "H", "H", "H", "C", "C", "C", "O", "C", "H", "H", "H", "H", "H", "H", "H", "H", "C", "C", "C", "O", "C", "H", "H", "H", "H", "H", "H", "H", "H", "C", "C", "C", "O", "C", "H", "H", "H", "H", "H", "H", "H", "H", "C", "C", "C", "O", "C", "H", "H", "H", "H", "H", "H", "H", "H", "C", "C", "C", "O", "C", "H", "H", "H", "H", "H", "H", "H", "H", "C", "C", "C", "O", "C", "H", "H", "H", "H", "H", "H", "H", "H", "C", "C", "C", "O", "C", "H", "H", "H", "H", "H", "H", "H", "H"], "coordinates": [[2.157, -3.592, -1.884], [4.441, -0.706, 3.084], [-2.478, 0.403, -0.695], [1.197, -0.530, 0.730], [0.748, 0.839, 0.145], [0.295, -1.576, 0.100], [1.288, -0.595, 2.224], [2.622, -0.996, 0.279], [-0.483, -0.070, 11.835], [-0.774, -0.235, 10.331], [0.071, 0.880, 9.734], [-0.171, 1.957, 10.693], [-0.407, 1.449, 12.003], [0.447, -0.510, 12.194], [-1.359, -0.434, 12.373], [-1.819, -0.133, 10.036], [-0.473, -1.229, 9.997], [-0.198, 1.099, 8.700], [1.152, 0.756, 9.677], [-1.371, 1.837, 12.330], [0.417, 1.729, 12.660], [-5.867, -5.021, -4.047], [-6.882, -5.608, -4.967], [-6.068, -5.919, -6.217], [-4.737, -5.941, -5.867], [-4.545, -5.028, -4.806], [-5.745, -5.552, -3.103], [-6.145, -4.024, -3.703], [-7.797, -5.039, -5.130], [-7.160, -6.535, -4.466], [-6.300, -5.156, -6.960], [-6.317, -6.885, -6.658], [-4.341, -4.044, -5.227], [-3.676, -5.320, -4.216], [3.732, 6.234, -3.344], [4.161, 6.801, -4.659], [3.473, 8.170, -4.652], [2.292, 7.991, -3.862], [2.286, 6.669, -3.275], [4.400, 6.531, -2.535], [3.782, 5.145, -3.373], [3.984, 6.228, -5.569], [5.234, 6.955, -4.778], [3.292, 8.414, -5.699], [4.110, 8.938, -4.213], [1.648, 5.977, -3.823], [1.920, 6.733, -2.250], [5.842, 5.666, 4.795], [7.009, 5.297, 5.607], [7.407, 4.009, 4.919], [6.233, 3.398, 4.436], [5.182, 4.372, 4.333], [6.227, 6.228, 3.944], [5.124, 6.313, 5.298], [6.744, 5.036, 6.632], [7.832, 6.012, 5.610], [7.981, 3.380, 5.599], [7.991, 4.250, 4.030], [4.405, 4.101, 5.048], [4.939, 4.450, 3.273], [8.438, 0.532, -5.504], [9.040, 0.060, -6.774], [9.806, -1.238, -6.451], [9.353, -1.583, -5.147], [8.304, -0.744, -4.715], [7.498, 1.047, -5.702], [9.176, 1.214, -5.083], [9.577, 0.822, -7.339], [8.164, -0.179, -7.377], [10.865, -1.002, -6.347], [9.647, -2.056, -7.154], [8.333, -0.471, -3.660], [7.331, -1.176, -4.949], [1.981, -1.557, -8.382], [1.262, -0.413, -7.696], [1.323, -0.736, -6.199], [1.457, -2.148, -6.147], [1.669, -2.728, -7.476], [3.043, -1.318, -8.321], [1.606, -1.744, -9.388], [0.204, -0.323, -7.945], [1.734, 0.552, -7.880], [0.360, -0.396, -5.818], [2.201, -0.218, -5.815], [0.748, -3.206, -7.809], [2.502, -3.422, -7.586], [-6.260, -0.239, 4.669], [-7.019, 1.005, 4.303], [-6.768, 1.120, 2.848], [-5.489, 0.546, 2.653], [-5.055, -0.150, 3.826], [-6.762, -1.178, 4.437], [-5.885, -0.341, 5.688], [-6.522, 1.839, 4.799], [-8.072, 0.996, 4.585], [-6.714, 2.145, 2.479], [-7.507, 0.532, 2.304], [-4.373, 0.545, 4.316], [-4.474, -1.028, 3.542], [-2.414, -7.392, 4.414], [-2.632, -8.754, 5.079], [-1.133, -9.253, 5.297], [-0.441, -8.061, 5.616], [-1.199, -6.908, 5.189], [-3.261, -6.712, 4.508], [-2.139, -7.528, 3.368], [-3.252, -9.466, 4.533], [-3.043, -8.571, 6.072], [-0.665, -9.531, 4.352], [-0.994, -10.049, 6.028], [-0.683, -6.201, 4.540], [-1.524, -6.350, 6.068], [3.726, -8.618, -0.708], [3.343, -9.431, -1.910], [2.950, -8.320, -2.919], [3.792, -7.227, -2.558], [4.547, -7.501, -1.360], [4.344, -9.262, -0.082], [2.880, -8.189, -0.172], [2.551, -10.161, -1.745], [4.234, -9.916, -2.309], [1.900, -8.041, -2.837], [3.136, -8.739, -3.908], [4.556, -6.631, -0.703], [5.572, -7.793, -1.591], [-7.507, 3.149, -4.413], [-6.607, 4.260, -4.033], [-5.223, 3.610, -3.756], [-5.467, 2.203, -3.837], [-6.478, 2.022, -4.817], [-8.181, 3.445, -5.217], [-8.029, 2.861, -3.500], [-6.823, 4.766, -3.092], [-6.779, 5.005, -4.810], [-4.805, 3.843, -2.776], [-4.450, 3.921, -4.458], [-6.937, 1.033, -4.820], [-6.095, 2.133, -5.831], [-5.044, 8.264, 3.675], [-3.721, 7.785, 4.230], [-2.797, 7.544, 3.041], [-3.581, 7.926, 1.926], [-4.678, 8.784, 2.289], [-5.514, 9.007, 4.319], [-5.681, 7.384, 3.580], [-3.925, 6.915, 4.854], [-3.293, 8.593, 4.824], [-2.519, 6.490, 3.011], [-1.893, 8.152, 3.062], [-5.507, 8.778, 1.581], [-4.292, 9.803, 2.245]], "relative_energy_kcal_mol": 443.8, "fmax_ev_per_a": 3.63, "lumo_ev": -0.65, "e_tot_ev": -87660.306}

=====

Record 6
{"formula": "C4H8O2", "method": "ωB97M-V/def2-TZVPD", "species": ["C", "C", "O", "C", "C", "O", "H", "H", "H", "H", "H", "H", "H", "H"], "coordinates": [[1.601, -0.376, 0.624], [0.480, 0.279, -0.175], [0.661, 0.063, -1.561], [-0.898, -0.529, -0.087], [-1.824, 0.551, 0.367], [-2.054, 1.572, -0.291], [1.647, -0.078, 1.662], [2.515, -0.207, 0.103], [1.487, -1.521, 0.870], [0.298, 1.365, 0.147], [0.891, 0.840, -2.073], [-1.413, -0.857, -1.090], [-0.796, -1.496, 0.348], [-2.595, 0.394, 1.158]], "relative_energy_kcal_mol": 64.1, "fmax_ev_per_a": 3.77, "smiles": "C[C@@H](O)CC=O", "lumo_ev": 0.90, "e_tot_ev": -8370.502}